41
Properties=species:S:1:pos:R:3 method="wB97M-V/def2-TZVPD" lumo_energy_ha=0.0231 orbital_gap_ev=9.10 charge=0 e_above_lowest_kcal_mol=17.5 smiles="COc1ccc(CNC(=O)CNC(=O)c2cccs2)c(OC)c1"
C -4.948 -3.482 -0.315
O -4.754 -2.171 -0.790
C -3.904 -1.355 -0.109
C -3.211 -1.701 1.041
C -2.375 -0.767 1.635
C -2.217 0.503 1.118
C -1.303 1.512 1.763
N -0.199 1.858 0.888
C 1.045 1.389 1.067
O 1.404 0.741 2.030
C 2.027 1.792 -0.034
N 3.268 1.093 0.167
C 3.947 0.550 -0.871
O 3.650 0.762 -2.034
C 5.102 -0.283 -0.506
C 5.938 -0.906 -1.393
C 6.960 -1.642 -0.764
C 6.891 -1.571 0.592
S 5.579 -0.607 1.130
C -2.913 0.845 -0.054
O -2.694 2.108 -0.531
C -3.409 2.528 -1.670
C -3.750 -0.078 -0.653
H -4.012 -4.050 -0.311
H -5.647 -3.946 -1.009
H -5.380 -3.485 0.691
H -3.304 -2.679 1.481
H -1.833 -1.039 2.528
H -0.870 1.103 2.677
H -1.859 2.427 1.993
H -0.455 2.310 0.024
H 2.184 2.878 0.011
H 1.641 1.540 -1.028
H 3.401 0.756 1.113
H 5.806 -0.825 -2.456
H 7.712 -2.199 -1.294
H 7.536 -2.030 1.316
H -3.108 3.560 -1.843
H -3.155 1.925 -2.547
H -4.489 2.489 -1.502
H -4.302 0.146 -1.550